This record from the OMol25 dataset describes a molecular structure, C28H30CeN2O10S4 at a distorted geometry. The level of theory is wB97M-V/def2-TZVPD.

Frontier orbital gap (spin up / spin down) = 5.74 / 7.30 eV
Energy relative to the best compared isomer or geometry (same formula, charge and spin) = 164.7 kJ/mol
LUMO energy (spin up / spin down) = 1.9494 / 1.9554 eV
HOMO level (spin up / spin down) = -3.794 / -5.349 eV
Multiplicity = 2
Charge = -1
Maximum force = 5.9 eV Å⁻¹
Energy = -109254.2893 eV
Molecular weight = 822.94 g mol⁻¹

XYZ file:
```
75
Properties=species:S:1:pos:R:3:forces:R:3:mulliken_charge:R:1
Ce -0.57977 0.93485 -1.29087 -5.2467 -2.6842 -0.1073 0.32
C 0.13936 5.66929 -4.85054 0.0160 -0.2070 -0.1378 -0.57
O 0.27053 4.52883 -5.70954 0.0141 0.3284 0.1859 -0.49
C -0.19844 3.35977 -5.22165 0.0596 0.1353 -0.0679 1.05
C 0.15869 2.21488 -5.97051 0.0924 0.0766 -0.1093 -1.02
C -0.19274 0.99296 -5.49888 0.0441 -0.5435 0.1331 -1.00
C -0.92088 0.80416 -4.29320 0.2217 0.2145 0.0213 0.46
C -1.19211 -0.52869 -3.77654 -0.3229 0.2863 -0.8188 1.31
C -0.97304 -1.74826 -4.63156 0.2195 -0.0072 -0.3447 -1.86
O -1.63259 -0.72196 -2.64229 -0.5684 -0.9032 -0.2543 -0.30
C -1.35185 1.99253 -3.59737 -0.9644 -0.2059 -0.6825 0.78
O -2.08871 1.92662 -2.53473 -0.8803 1.0171 -1.3790 -0.86
C -0.95862 3.25584 -4.09062 0.0060 0.0257 0.0006 -0.46
H 0.68737 6.47213 -5.33403 0.0324 0.0118 -0.0522 0.25
H 0.56284 5.45830 -3.86848 0.0290 -0.0384 0.0283 0.20
H -0.90895 5.95805 -4.74754 -0.0304 -0.0049 -0.0205 0.30
H 0.74835 2.33656 -6.87309 -0.0818 -0.0048 0.1162 0.40
H 0.13090 0.11750 -6.05147 -0.0271 0.0105 0.0189 0.35
H -1.40702 -1.62900 -5.62789 0.0733 -0.0117 0.0791 0.45
H -1.42401 -2.59710 -4.12602 0.0053 -0.0172 0.0179 0.39
H 0.10099 -1.93491 -4.74377 -0.1184 0.0198 0.0009 0.31
H -1.22068 4.10545 -3.47881 -0.0292 -0.0113 -0.0307 0.38
S -3.38619 -0.02301 -0.28766 -0.1511 -0.1746 0.0268 -0.20
C -2.42542 -0.25804 1.03048 -0.3469 0.0895 0.5909 0.07
N -2.18966 -1.47413 1.54680 0.4954 -0.0386 0.3071 0.35
C -1.63231 -1.55979 2.90289 -0.2721 0.0349 -0.3045 -1.33
C -0.47512 -0.61884 3.03786 0.0239 0.2510 0.0266 0.02
N -0.91887 0.74812 2.74790 0.3790 -0.3967 -0.1999 0.27
C -0.05442 1.89295 3.11070 0.0434 -0.2034 0.2558 -0.69
C 1.12482 1.50227 3.96310 0.0000 -0.1032 -0.0919 -0.53
C 2.33708 1.20983 3.34413 0.0688 0.0290 -0.1498 0.29
C 3.43161 0.80468 4.09829 -0.0402 0.0052 0.0051 -0.93
C 3.32546 0.69495 5.47922 -0.1254 0.0434 0.0198 -0.38
C 2.12247 1.00557 6.10822 0.0293 -0.0009 -0.1179 -0.58
C 1.02908 1.40769 5.34901 0.0183 0.0080 0.0484 -0.21
C -1.80978 0.96576 1.76606 -0.6492 -0.2662 0.1338 -0.13
S -2.30087 2.47068 1.33026 -0.0276 0.0371 0.0117 -0.20
C -2.65391 -2.68350 0.85066 0.0236 0.0560 0.3053 -0.55
C -1.84585 -3.90618 1.20137 0.0549 0.0442 0.0024 -0.51
C -2.36693 -4.90443 2.01603 -0.0038 -0.1442 0.0524 -0.19
C -1.60456 -6.02410 2.34212 0.0165 0.0894 -0.0695 -0.61
C -0.30784 -6.14349 1.85409 -0.0893 0.0561 -0.0073 -0.37
C 0.21933 -5.14358 1.04248 -0.0235 0.0069 0.0005 -0.70
C -0.54685 -4.03295 0.71458 0.0670 0.0122 -0.0053 0.28
H -1.29437 -2.57378 3.08720 0.0143 -0.0653 -0.0263 0.54
H -2.41243 -1.31270 3.63009 -0.0638 -0.0355 0.0395 0.25
H 0.33179 -0.92025 2.37111 0.0974 0.0142 -0.0175 -0.15
H -0.11278 -0.65848 4.06155 0.0367 0.0366 0.0735 0.67
H -0.67145 2.63285 3.61374 -0.0785 0.0875 0.0774 0.76
H 0.29407 2.33924 2.18216 0.0362 0.1242 -0.1513 0.25
H 2.41003 1.31492 2.26128 -0.0143 -0.0278 0.1928 0.46
H 4.36912 0.57289 3.60468 -0.0590 0.0251 0.0298 0.40
H 4.17893 0.37636 6.06611 -0.0255 0.0129 -0.0061 0.37
H 2.03838 0.93587 7.18724 0.0017 0.0009 -0.0570 0.38
H 0.08675 1.65096 5.83404 0.0798 -0.0260 -0.0270 0.39
H -2.57588 -2.46553 -0.20814 -0.0044 0.0226 -0.2218 0.31
H -3.71462 -2.84764 1.05882 -0.0668 0.0222 0.0352 0.41
H -3.37870 -4.80308 2.40143 0.0896 -0.0263 -0.0326 0.37
H -2.02171 -6.79804 2.97770 0.0229 0.0543 -0.0437 0.37
H 0.29047 -7.01267 2.10585 -0.0404 0.0584 -0.0083 0.36
H 1.23314 -5.22228 0.66337 -0.0937 0.0240 0.0452 0.41
H -0.11963 -3.24412 0.10282 -0.0429 -0.0987 0.0298 0.38
O 1.26338 1.65680 -2.08635 2.0163 1.4097 -0.2746 -0.37
S 1.26476 2.93185 -1.22335 1.6076 2.0089 -0.2499 1.21
O 1.40795 4.09327 -2.06506 0.0264 0.1021 -0.2646 -0.68
O 2.27736 2.82226 -0.19137 0.1779 -0.1345 0.1114 -0.78
O -0.10865 2.91135 -0.60079 0.9936 2.0799 0.5599 -0.51
C 3.12337 -0.10428 -0.65058 0.1325 0.1908 -0.2013 -1.30
S 1.51583 -0.68636 -0.22753 0.1046 -0.9627 1.0441 1.55
O 0.79565 -1.07156 -1.45494 0.7148 -0.3471 0.1163 -0.58
O 1.73781 -1.78908 0.67671 0.0106 -0.2965 0.2224 -0.72
O 0.70304 0.39448 0.43421 2.2628 -1.3183 1.4866 -0.39
H 3.80155 -0.62548 0.02130 0.0323 0.0405 -0.0922 0.42
H 3.17235 0.97472 -0.52726 -0.0349 0.0681 -0.0007 0.25
H 3.29361 -0.37070 -1.69524 0.0311 0.0339 0.1735 0.43
```
Positions in Å, forces in eV/Å.